Entry 1:
{
  "formula": "CH4NO2P",
  "method": "ωB97M-V with the def2-TZVPD basis set",
  "spin_multiplicity": 1,
  "e_above_lowest_kj_mol": 73.5,
  "smiles": "NCOP=O",
  "lumo_energy_ev": -0.111,
  "total_charge": 0,
  "symbols": ["C", "N", "O", "O", "P", "H", "H", "H", "H"],
  "positions_angstrom": [[0.150, 0.195, -0.752], [-1.184, 0.470, -1.038], [1.141, -0.657, 2.884], [0.350, -0.115, 0.696], [1.590, -0.831, 1.516], [0.365, -0.767, -1.260], [0.865, 0.912, -0.965], [-1.543, 1.071, -0.170], [-1.735, -0.278, -0.909]]
}

---

Entry 2:
{
  "formula": "C25H23BrF5N4OS",
  "method": "ωB97M-V with the def2-TZVPD basis set",
  "spin_multiplicity": 1,
  "lumo_energy_ev": 2.258,
  "total_charge": -1,
  "symbols": ["F", "C", "F", "F", "C", "C", "C", "C", "C", "C", "F", "F", "C", "C", "C", "C", "C", "N", "C", "C", "C", "C", "C", "C", "C", "C", "C", "S", "C", "N", "N", "C", "O", "N", "C", "C", "H", "H", "H", "H", "H", "H", "H", "H", "H", "H", "H", "H", "H", "H", "H", "H", "H", "H", "H", "H", "H", "H", "H", "Br"],
  "positions_angstrom": [[-6.709, 2.337, -0.324], [-5.573, 2.371, 0.432], [-5.482, 1.278, 1.276], [-5.612, 3.470, 1.273], [-4.290, 2.405, -0.445], [-4.177, 1.788, -1.772], [-2.913, 1.880, -2.519], [-1.712, 2.576, -1.995], [-1.866, 3.199, -0.666], [-0.705, 3.999, -0.002], [-0.793, 5.330, -0.493], [-0.868, 4.090, 1.368], [0.709, 3.471, -0.433], [1.286, 4.122, -1.610], [2.637, 3.655, -2.053], [3.342, 2.623, -1.311], [2.761, 1.939, -0.096], [3.562, 0.978, 0.503], [2.832, 0.434, 1.582], [1.442, 0.844, 2.009], [0.689, 0.175, 3.246], [1.083, -1.300, 3.656], [0.763, -2.425, 2.514], [1.963, -3.410, 2.365], [1.921, -4.287, 1.030], [1.346, -3.576, -0.263], [2.110, -3.966, -1.604], [0.913, -4.511, -2.944], [-0.515, -3.408, -2.894], [-0.623, -2.060, -2.974], [-1.944, -1.810, -2.855], [-2.620, -2.975, -2.710], [-1.737, -4.044, -2.718], [0.744, 1.829, 1.391], [1.414, 2.373, 0.322], [-3.124, 3.103, 0.102], [-5.054, 1.269, -2.233], [-2.846, 1.416, -3.527], [-0.752, 2.636, -2.552], [0.784, 4.927, -2.183], [3.137, 4.079, -2.955], [4.361, 2.345, -1.686], [3.334, -0.354, 2.188], [-0.416, 0.268, 3.062], [0.940, 0.873, 4.098], [0.374, -1.587, 4.492], [2.113, -1.388, 4.093], [0.534, -1.845, 1.586], [-0.188, -2.941, 2.831], [1.890, -4.153, 3.220], [2.969, -2.939, 2.459], [2.998, -4.548, 0.801], [1.423, -5.283, 1.231], [0.273, -3.927, -0.369], [1.378, -2.457, -0.218], [2.809, -4.827, -1.453], [2.679, -3.114, -2.045], [-3.713, -3.082, -2.571], [-3.202, 3.583, 1.101], [3.922, -1.450, 0.242]]
}

---

Entry 3:
{
  "formula": "C5H8O2",
  "method": "ωB97M-V with the def2-TZVPD basis set",
  "spin_multiplicity": 1,
  "e_above_lowest_kj_mol": 241.5,
  "lumo_energy_ev": 0.817,
  "total_charge": 0,
  "symbols": ["C", "C", "O", "C", "C", "C", "O", "H", "H", "H", "H", "H", "H", "H", "H"],
  "positions_angstrom": [[-1.903, -0.225, -0.149], [-0.709, 0.672, 0.069], [-0.231, 0.660, 1.440], [1.097, 0.412, 0.997], [1.181, -0.920, 0.296], [0.667, 0.280, -0.439], [1.138, 0.768, -1.641], [-1.697, -1.239, 0.207], [-2.767, 0.159, 0.400], [-2.159, -0.272, -1.213], [-0.919, 1.705, -0.240], [1.913, 0.874, 1.544], [2.192, -1.203, 0.002], [0.544, -1.749, 0.602], [1.639, 0.074, -2.082]]
}

---

Entry 4:
{
  "formula": "C16H48N2O10",
  "method": "ωB97M-V with the def2-TZVPD basis set",
  "spin_multiplicity": 1,
  "e_above_lowest_kj_mol": 36.2,
  "smiles": "COC[C@H](C)N.COC[C@H](C)N.OCCO.OCCO.OCCO.CO.CO",
  "lumo_energy_ev": 0.595,
  "total_charge": 0,
  "symbols": ["C", "C", "O", "O", "H", "H", "H", "H", "H", "H", "C", "C", "O", "O", "H", "H", "H", "H", "H", "H", "C", "C", "O", "O", "H", "H", "H", "H", "H", "H", "C", "C", "C", "O", "C", "N", "H", "H", "H", "H", "H", "H", "H", "H", "H", "H", "H", "C", "C", "C", "O", "C", "N", "H", "H", "H", "H", "H", "H", "H", "H", "H", "H", "H", "C", "O", "H", "H", "H", "H", "C", "O", "H", "H", "H", "H"],
  "positions_angstrom": [[-0.921, 0.067, -1.687], [-1.852, 1.283, -1.545], [-1.436, 2.180, -0.467], [-0.758, -0.590, -0.464], [0.057, 0.412, -2.119], [-1.446, -0.579, -2.380], [-2.894, 0.981, -1.282], [-1.880, 1.793, -2.468], [-0.839, 2.871, -0.926], [-0.515, 0.081, 0.122], [0.148, -3.744, 1.555], [-1.316, -3.759, 1.841], [-2.021, -3.172, 0.743], [0.628, -2.380, 1.274], [0.233, -4.313, 0.649], [0.715, -4.058, 2.422], [-1.444, -3.182, 2.753], [-1.611, -4.819, 1.918], [-1.533, -2.403, 0.440], [0.361, -2.049, 0.419], [-3.785, 0.075, 2.328], [-2.860, 1.239, 2.579], [-1.499, 0.704, 2.559], [-3.726, -0.956, 3.387], [-3.504, -0.497, 1.443], [-4.863, 0.333, 2.307], [-3.040, 1.772, 3.535], [-2.925, 1.934, 1.757], [-1.274, 0.513, 3.488], [-2.806, -1.182, 3.281], [0.642, 5.866, 0.516], [1.480, 5.117, -0.497], [2.884, 4.708, 0.118], [3.428, 5.684, 0.955], [4.454, 5.095, 1.673], [0.728, 3.888, -0.795], [-0.371, 5.997, 0.146], [1.138, 6.862, 0.641], [0.565, 5.198, 1.439], [1.518, 5.713, -1.407], [3.635, 4.321, -0.635], [2.719, 3.812, 0.706], [4.173, 4.094, 2.146], [4.819, 5.851, 2.365], [5.188, 4.846, 0.926], [1.358, 3.180, -1.168], [0.693, 3.408, 0.123], [2.033, -1.839, -3.128], [2.002, -2.397, -1.645], [1.363, -3.828, -1.582], [0.005, -3.590, -1.853], [-0.794, -4.756, -1.896], [3.262, -2.372, -0.987], [2.823, -2.271, -3.738], [2.049, -0.736, -3.174], [1.050, -2.150, -3.509], [1.335, -1.739, -1.084], [1.478, -4.351, -0.591], [1.940, -4.416, -2.310], [-0.554, -5.336, -2.776], [-1.853, -4.438, -1.874], [-0.508, -5.377, -0.979], [3.207, -1.806, -0.122], [4.134, -2.047, -1.460], [-4.523, -1.446, -1.425], [-3.238, -1.963, -1.864], [-5.205, -2.270, -1.067], [-4.389, -0.678, -0.685], [-4.925, -0.959, -2.359], [-2.836, -2.507, -1.140], [1.933, 0.484, 0.956], [2.525, -0.528, 1.750], [1.554, 0.112, -0.002], [1.086, 1.116, 1.303], [2.724, 1.145, 0.667], [1.880, -1.251, 1.862]]
}

---

HOMO-LUMO gap, record by record: 10.16, 5.97, 9.82, 9.37 eV